ORCA calculation (the ωB97M-V functional and the def2-TZVPD basis) on a molecular structure, C26H32BaN4O2PSe2Te.

Energy relative to the best compared isomer or geometry (same formula, charge and spin)   0.200 eV
Electronic energy   -185505.451 eV
Gap between HOMO and LUMO   0.3118 Eh
HOMO energy   -0.394 hartree
Total charge   +1

Structure (XYZ):
```
69
C26H32BaN4O2PSe2Te, DFT the ωB97M-V functional and the def2-TZVPD basis
H -4.43044 1.94257 -4.92391
C -4.89575 -2.36827 3.55222
C -4.24583 -0.85578 -1.40195
H 8.01874 3.00207 1.56270
C -3.64143 -2.63938 3.03415
H 6.98772 0.78755 1.23109
C 6.46704 1.68113 0.90874
P -0.95583 -2.15809 2.55161
C -0.34320 -6.08138 3.53869
C 5.22037 1.56900 0.30045
O -2.10806 1.11134 -1.33493
H -1.97740 0.09001 4.16581
Ba -0.03421 0.42309 0.03485
H -4.29599 -0.65256 -4.06269
H -2.51851 0.57133 -5.48447
H -0.99040 -5.00576 1.79280
H 0.63348 -4.65730 6.45078
H -4.07779 -2.25636 -2.88513
C 0.11282 -5.98061 4.84352
H 0.35122 -6.87567 5.40288
H -0.45922 -7.05317 3.07744
C -4.06640 -0.31791 4.49971
H 4.62696 4.85558 -0.27171
H -2.17769 -0.48105 -3.22756
H -5.73317 0.33954 -3.93632
H 0.10967 -2.61011 5.16998
C -1.29077 1.19102 -2.30343
C -5.10938 -1.20360 4.28209
C -2.80210 -0.58796 3.98636
H -4.70634 1.03409 -1.68018
C 4.57673 0.21695 0.10756
C -2.46436 1.16775 -4.56902
N -4.15696 -0.69437 -0.07856
C 3.19329 2.58946 -0.76261
C -0.48812 -3.68801 3.40809
H 4.13741 -0.16130 1.02944
Se -1.26761 -2.57349 0.43244
H -1.95712 2.09837 -4.83561
H -6.08954 -0.99500 4.69034
C -3.88986 1.48111 -4.09728
C -2.59167 -1.74422 3.24636
H 2.40655 2.84597 -0.04959
H -0.46530 -0.58415 -4.97083
C -0.64672 -4.93518 2.81643
H -4.13268 0.25014 0.27021
N -0.33423 -0.10394 -4.08781
C -1.60647 0.38799 -3.56704
C 6.38235 4.06934 0.67262
H 3.07799 3.23017 -1.63320
H 0.28569 0.68392 -4.24498
H -4.23274 0.58004 5.08027
C -4.69426 0.25895 -3.61658
H 5.28621 -0.51736 -0.26739
H -3.53329 -2.75309 -1.31972
C 0.27191 -4.73313 5.43399
Se 0.48193 -0.60562 3.00119
O -0.18181 1.76368 -2.20628
H 6.83438 5.04275 0.80776
C -0.02562 -3.58573 4.71949
C 4.55509 2.71691 -0.12261
C 7.04613 2.92492 1.09558
H -3.46728 -3.54878 2.47037
H -5.70791 -3.06603 3.39590
H -3.86280 2.22760 -3.29905
N -4.67792 0.14572 -2.15589
Te 3.05689 0.53869 -1.36878
N -3.93572 -2.04594 -1.91546
C 5.14220 3.96424 0.06578
H -3.57491 -1.35098 0.43632
```